# 1
Computed, not measured: one molecule with the formula C5H14N4O at a distorted geometry, with wB97M-V/def2-TZVPD.

For the orbital gap, the calculation gives 0.3376 Ha. Its energy relative to the best compared isomer or geometry (same formula, charge and spin) is 251.7 kJ/mol. The LUMO energy comes out at 0.0308 hartree.

Geometry as XYZ:
```
24
C5H14N4O, DFT wB97M-V/def2-TZVPD
O -0.464 1.141 -1.717
N 2.041 0.056 -1.321
N 0.798 -0.798 0.547
N -0.766 -0.815 0.079
N 2.041 1.255 0.751
C 1.301 0.358 -0.118
C -0.741 1.958 0.511
C -0.984 -1.666 -1.084
C -1.669 -1.151 1.168
C -0.227 0.999 -0.532
H -1.457 -0.510 2.022
H -0.888 -2.726 -0.814
H -0.248 -1.423 -1.848
H -0.788 1.481 1.486
H 1.485 0.285 -2.140
H -1.521 -2.194 1.490
H 1.569 1.351 1.640
H 2.875 0.609 -1.379
H 2.945 0.834 0.949
H -1.982 -1.484 -1.481
H 1.182 -1.649 0.138
H -2.708 -1.019 0.847
H -0.065 2.805 0.587
H -1.730 2.301 0.219
```

---

# 2
Computed, not measured: a 2-piece molecular cluster, C6H11N3O2 overall at a distorted geometry, with wB97M-V/def2-TZVPD.

For the orbital gap, the calculation gives 0.3657 Ha. Its energy relative to the best compared isomer or geometry (same formula, charge and spin) is 196.3 kJ/mol. The LUMO energy comes out at 0.0288 hartree.

Geometry as XYZ:
```
22
C6H11N3O2, DFT wB97M-V/def2-TZVPD
O -3.069 1.565 1.316
O 1.281 2.411 0.017
N -1.883 -1.401 -0.071
N 1.121 0.141 0.694
N -1.744 -0.126 0.313
C 1.809 0.650 -1.466
C -1.287 -3.526 -0.654
C 1.385 1.091 -0.092
C -2.449 0.683 0.832
C -0.933 -2.187 -0.289
C 0.846 2.984 1.266
H -1.244 -4.196 0.175
H 2.947 0.466 -1.471
H 1.119 4.045 1.062
H -0.242 2.831 1.350
H 1.647 1.440 -2.202
H 1.383 2.494 2.060
H 0.140 -1.848 -0.255
H -0.635 -4.156 -1.437
H 1.364 -0.339 -1.846
H -2.289 -3.479 -0.909
H 0.733 0.457 1.605
```

---

# 3
Computed, not measured: a 2-piece molecular cluster, C5H11N overall, with wB97M-V/def2-TZVPD.

For the orbital gap, the calculation gives 0.3085 Ha. Its energy relative to the best compared isomer or geometry (same formula, charge and spin) is 440.8 kJ/mol. The LUMO energy comes out at 0.0427 hartree.

Geometry as XYZ:
```
17
C5H11N, DFT wB97M-V/def2-TZVPD
N -1.128 -0.241 0.276
C 1.265 -0.657 0.151
C -1.986 -0.654 -0.682
C 2.417 0.343 0.033
C 0.044 -0.058 0.778
C -2.533 -0.011 0.549
H -2.873 1.026 0.502
H 3.307 -0.138 -0.385
H -0.258 1.614 -1.775
H 1.598 -1.526 0.738
H 2.142 1.179 -0.618
H -2.069 -1.692 -0.982
H 0.109 0.565 1.667
H -2.908 -0.570 1.414
H -0.806 1.104 -1.835
H 0.989 -1.037 -0.841
H 2.689 0.754 1.012
```

---

# 4
Computed, not measured: one molecule with the formula C4H8N4 at a distorted geometry, with wB97M-V/def2-TZVPD.

For the orbital gap, the calculation gives 0.3551 Ha. Its energy relative to the best compared isomer or geometry (same formula, charge and spin) is 391.9 kJ/mol. The LUMO energy comes out at 0.0198 hartree.

Geometry as XYZ:
```
16
C4H8N4, DFT wB97M-V/def2-TZVPD
N 1.624 -0.292 -0.721
N -2.484 1.225 0.251
N -2.852 -0.983 -0.293
N -0.642 -0.424 -0.259
C 0.367 0.262 -0.660
C -1.989 0.051 -0.007
C 2.587 0.533 0.087
C 1.966 -0.791 0.542
H 3.598 0.830 -0.267
H -3.740 -0.832 0.467
H 0.373 1.166 -1.240
H 2.359 -1.832 0.415
H 1.997 1.548 0.459
H 1.066 -0.819 1.320
H -2.362 -1.827 -0.149
H -1.871 2.183 0.054
```

---

# 5
Computed, not measured: C27H32Cl3N7O2S2Sr as an isolated structure at a distorted geometry, with wB97M-V/def2-TZVPD.

For the orbital gap, the calculation gives 0.2883 Ha. As for the net charge: +2. Its energy relative to the best compared isomer or geometry (same formula, charge and spin) is 53.1 kJ/mol. The LUMO energy comes out at -0.1750 hartree.

Geometry as XYZ:
```
74
C27H32Cl3N7O2S2Sr, DFT wB97M-V/def2-TZVPD
Sr 0.218 -0.123 -0.004
Cl -3.110 -4.211 -8.220
Cl -5.728 -5.226 -3.382
Cl -8.330 -2.513 0.409
S -0.811 -2.376 -7.744
S 0.657 -1.257 2.977
O 0.658 -0.044 2.069
O -4.741 -2.953 -5.214
N -1.192 -1.789 -0.952
N -2.338 -2.954 -2.427
N 1.931 3.175 -2.718
N 1.200 1.187 -1.738
N 0.021 3.215 -1.478
N -1.214 1.715 -0.159
N -1.985 3.884 -0.577
C -1.482 -1.938 -2.237
C 2.489 -2.264 1.144
C -0.995 -0.981 -6.765
C -2.941 -3.350 -3.689
C -5.445 -1.442 -2.107
C -2.631 -3.482 -1.198
C 3.092 -3.297 0.443
C -7.136 -2.540 -0.833
C -2.952 3.831 0.516
C -4.207 -2.515 -3.996
C -1.990 5.070 -1.429
C 2.620 -4.598 0.579
C -2.464 -2.801 -7.508
C 2.031 -0.984 4.109
C 0.934 -3.843 2.116
C 1.544 -4.871 1.411
C -4.565 -2.061 -6.311
C -6.382 -1.406 -1.090
C -3.125 -1.914 -6.707
C -1.089 2.884 -0.706
C -5.230 -2.580 -2.876
C 1.067 2.456 -1.965
C -1.915 -2.758 -0.293
C -2.262 -0.861 -6.286
C -6.935 -3.698 -1.564
C 1.416 -2.549 1.984
C -5.984 -3.720 -2.575
H -6.544 -0.507 -0.511
H -2.593 -0.031 -5.674
H -2.997 5.475 -1.450
H -3.893 -1.468 -4.085
H -7.512 -4.588 -1.352
H -1.728 4.814 -2.455
H 0.098 -4.046 2.776
H 1.998 0.825 -2.250
H -1.870 -2.867 0.779
H -1.072 -1.342 -3.038
H 3.945 -3.089 -0.188
H -4.990 -1.080 -6.076
H -2.223 -3.212 -4.498
H -2.466 3.497 1.433
H 1.180 -5.884 1.518
H 1.796 -0.108 4.712
H 2.943 -0.821 3.539
H 1.817 4.159 -2.885
H -3.335 4.832 0.688
H 3.106 -5.402 0.043
H 2.759 2.746 -3.089
H -1.324 5.857 -1.060
H 2.127 -1.861 4.748
H -5.137 -2.505 -7.123
H 0.108 4.201 -1.657
H -4.866 -0.550 -2.325
H 2.895 -1.257 1.086
H -3.798 3.178 0.288
H -2.099 1.646 0.331
H -3.305 -4.312 -1.077
H -0.161 -0.313 -6.627
H -3.219 -4.399 -3.639
```

---

# 6
Computed, not measured: C20H27AsCrN3O4Si2 as an isolated structure at a distorted geometry, with wB97M-V/def2-TZVPD.

For the orbital gap (spin up / spin down), the calculation gives 0.2279 / 0.2249 Ha. Its multiplicity is 5. As for the net charge: -1. As for the expectation value of S²: 6.02. Its energy relative to the best compared isomer or geometry (same formula, charge and spin) is 0.0 kJ/mol. The LUMO energy (spin up / spin down) comes out at 0.0628 / 0.0601 hartree.

Geometry as XYZ:
```
58
C20H27AsCrN3O4Si2, DFT wB97M-V/def2-TZVPD
As 18.702 8.352 6.344
Cr 19.160 6.267 7.783
Si 20.771 9.279 5.940
Si 17.707 9.516 8.121
O 20.865 3.827 10.404
O 19.416 4.631 8.953
O 20.949 6.793 8.436
O 22.490 6.183 9.883
N 12.312 5.306 8.338
N 17.203 5.607 7.306
N 12.311 5.141 6.112
C 15.285 4.757 8.307
C 9.753 5.318 5.861
C 15.234 5.763 6.129
C 8.618 5.543 6.597
C 8.638 5.683 7.992
C 20.529 4.685 9.636
C 14.576 5.188 7.195
C 21.778 7.922 5.078
C 20.575 10.770 4.701
C 16.571 5.984 6.217
C 17.270 11.329 7.813
C 9.818 5.563 8.703
C 10.983 5.360 7.955
C 18.819 9.526 9.660
C 21.446 5.991 9.331
C 16.663 4.919 8.345
C 10.982 5.256 6.560
C 16.064 8.638 8.678
C 21.658 9.912 7.478
C 13.064 5.198 7.179
H 14.791 4.310 9.145
H 22.120 7.154 5.763
H 14.679 6.090 5.254
H 19.164 8.511 9.907
H 9.839 5.587 9.774
H 19.640 10.240 9.567
H 21.218 7.501 4.224
H 7.639 5.668 6.114
H 22.689 10.141 7.178
H 15.345 8.473 7.867
H 9.664 5.181 4.800
H 12.707 5.651 9.189
H 21.300 10.902 7.797
H 16.570 11.557 7.015
H 21.633 9.196 8.280
H 20.277 10.386 3.710
H 17.101 6.587 5.479
H 22.662 8.450 4.620
H 18.178 9.930 10.473
H 21.523 11.276 4.515
H 16.272 7.610 9.055
H 17.358 4.579 9.109
H 18.201 11.869 7.640
H 16.809 11.716 8.744
H 15.544 9.246 9.450
H 19.855 11.539 4.964
H 7.719 5.892 8.542
```

---

# 7
Computed, not measured: C33H45ClN4OP2STa as an isolated structure at a distorted geometry, with wB97M-V/def2-TZVPD.

For the orbital gap, the calculation gives 0.2079 Ha. As for the net charge: +1. Its energy relative to the best compared isomer or geometry (same formula, charge and spin) is 1592.0 kJ/mol. The LUMO energy comes out at -0.1141 hartree.

Geometry as XYZ:
```
88
C33H45ClN4OP2STa, DFT wB97M-V/def2-TZVPD
Ta -0.409 0.496 0.008
Cl -1.565 -0.031 -3.188
S -1.668 2.619 -0.169
P 1.237 -1.355 1.107
P 1.061 -0.099 -2.481
O -2.021 -0.640 1.097
N -0.401 2.753 2.160
N -1.013 4.789 1.268
N 1.563 1.292 0.066
N -0.451 1.348 1.999
C -0.504 -3.454 1.260
C -1.587 -0.867 -1.486
C 0.109 -0.559 5.126
C 3.044 -2.026 -3.294
C 4.323 2.258 -3.037
C 2.390 1.051 -2.240
C 1.327 -1.449 -4.998
C 3.569 2.493 -0.750
C 2.134 1.194 1.389
C 2.726 -2.393 0.674
C -0.270 0.811 3.235
C 3.833 -1.476 0.136
C 2.141 -0.066 2.007
C 4.455 2.798 -1.760
C 3.220 2.087 3.344
C -0.178 2.314 -3.602
C 0.184 -2.431 2.181
C -0.034 0.829 -3.699
C 2.758 -0.257 3.237
C -0.997 3.413 1.254
C -2.913 0.770 -3.457
C -0.896 -2.722 5.372
C 2.525 -3.632 -0.195
C 2.621 2.281 2.109
C 3.327 0.817 3.898
C -0.364 -0.443 3.759
C 3.286 1.384 -3.263
C -1.313 -2.732 4.106
C 2.487 1.613 -0.956
C -0.086 -1.642 5.896
C 1.588 -1.597 -3.495
C -0.887 -1.693 3.072
C -2.192 -1.390 2.340
H -1.254 -1.855 -1.840
H -1.192 -3.528 6.032
H 3.737 -1.205 -3.475
H 3.240 -2.412 -2.303
H 3.276 -2.820 -4.006
H -1.099 -4.153 1.846
H 0.284 -1.255 -5.247
H 3.599 2.944 3.886
H -2.681 -0.960 -1.399
H 0.633 0.299 5.531
H -1.734 5.231 0.723
H 3.727 2.948 0.210
H 3.156 0.941 -4.243
H 3.512 -0.885 -0.718
H 3.503 -4.020 -0.487
H 2.022 -4.434 0.339
H 5.016 2.515 -3.824
H -0.128 2.744 -2.599
H -1.163 -2.954 0.546
H 0.839 -2.957 2.882
H -2.833 1.521 -4.223
H -1.941 -3.542 3.753
H 5.266 3.483 -1.548
H 4.685 -2.085 -0.174
H -2.821 -0.795 3.001
H 3.054 -2.730 1.664
H 0.276 -1.680 6.913
H -1.093 2.649 -4.088
H 1.896 -0.623 -5.424
H -2.711 -2.311 2.074
H 0.640 2.711 -4.207
H -0.849 5.203 2.172
H 4.179 -0.781 0.897
H 2.488 3.281 1.724
H 0.195 -4.045 0.681
H 1.632 -2.369 -5.498
H 2.751 -1.235 3.704
H 3.806 0.676 4.858
H -3.817 0.279 -3.143
H -1.025 1.169 -1.458
H 1.963 -3.422 -1.108
H -2.895 -0.408 0.761
H -1.257 -1.170 -3.917
H 0.943 -2.403 -3.122
H 0.061 1.568 3.941
```

---

# 8
Computed, not measured: a 2-piece molecular cluster, C2H5NO2P overall at a distorted geometry, with wB97M-V/def2-TZVPD.

For the orbital gap, the calculation gives 0.2486 Ha. As for the net charge: -1. Its energy relative to the best compared isomer or geometry (same formula, charge and spin) is 552.6 kJ/mol. The LUMO energy comes out at 0.1406 hartree.

Geometry as XYZ:
```
11
C2H5NO2P, DFT wB97M-V/def2-TZVPD
P 2.677 0.876 0.473
O 2.209 -1.579 1.125
O 3.470 -1.278 -0.663
N 2.755 -0.800 0.305
C -2.262 -0.125 0.026
C -1.974 0.759 -0.958
H -1.693 -0.960 0.201
H 1.847 0.924 1.672
H -2.686 1.590 -1.219
H -3.228 -0.069 0.548
H -1.114 0.662 -1.509
```

---

# 9
Computed, not measured: C25H18ClF3IrN2O3S as an isolated structure at a distorted geometry, with wB97M-V/def2-TZVPD.

For the orbital gap (spin up / spin down), the calculation gives 0.1854 / 0.1854 Ha. As for the net charge: +1. Its energy relative to the best compared isomer or geometry (same formula, charge and spin) is 292.8 kJ/mol. The LUMO energy (spin up / spin down) comes out at -0.2080 / -0.2080 hartree.

Geometry as XYZ:
```
54
C25H18ClF3IrN2O3S, DFT wB97M-V/def2-TZVPD
Ir 0.114 -1.412 -0.187
Cl 1.496 -5.610 -3.785
S 0.275 -1.533 2.315
F 1.744 -2.004 4.690
F 3.874 -2.249 4.730
F 3.013 -0.306 5.051
O -2.680 0.717 -2.761
O -1.208 -0.678 -1.816
O -0.605 0.909 0.141
N 2.127 -0.927 0.647
N 0.308 -3.592 -0.615
C -4.988 1.727 0.690
C 0.389 4.688 -2.960
C 1.061 -6.199 -1.176
C -3.522 3.249 1.816
C -3.973 1.383 -0.187
C 2.890 -1.432 4.332
C 0.662 -3.932 -1.851
C 4.431 -0.524 1.022
C -4.762 2.642 1.702
C 3.324 -0.592 0.193
C -1.506 3.274 -2.569
C -2.719 1.957 -0.051
C 0.295 -4.521 0.342
C 0.520 2.961 -1.292
C 1.049 -5.229 -2.176
C 4.268 -0.823 2.367
C 0.666 -5.833 0.099
C -1.475 1.524 -0.784
C 1.097 4.015 -1.972
C -0.917 4.317 -3.251
C -0.800 2.593 -1.572
C 3.007 -1.144 2.854
C -2.501 2.906 0.952
C -1.858 0.350 -1.979
C 1.931 -1.181 1.960
H 3.387 -0.369 -0.863
H 0.646 -6.552 0.901
H 5.112 -0.806 3.039
H 1.363 -7.209 -1.402
H 0.855 5.494 -3.506
H -3.338 3.983 2.585
H -1.468 4.830 -4.022
H -1.057 0.856 0.999
H -5.546 2.885 2.401
H 0.630 -3.160 -2.608
H -4.168 0.669 -0.971
H -1.527 3.368 1.045
H -0.019 -4.205 1.327
H -2.507 2.956 -2.818
H 5.395 -0.255 0.626
H -5.954 1.261 0.588
H 2.105 4.316 -1.729
H 1.062 2.446 -0.512
```

---

# 10
Computed, not measured: C48H69N6OPbS as an isolated structure, with wB97M-V/def2-TZVPD.

For the orbital gap (spin up / spin down), the calculation gives 0.1674 / 0.1674 Ha. As for the net charge: +3. The LUMO energy (spin up / spin down) comes out at -0.4038 / -0.4038 hartree.

Geometry as XYZ:
```
126
C48H69N6OPbS, DFT wB97M-V/def2-TZVPD
Pb -1.368 -0.153 -0.332
S 1.507 -0.621 -0.034
O -3.287 1.458 -0.311
N -4.166 2.124 -2.286
N 3.783 -1.405 -1.158
N -0.369 1.979 0.283
N -1.127 -0.728 2.390
N 1.894 -2.046 -2.266
N -2.047 -0.252 -2.833
C -3.783 -2.280 4.430
C 4.088 -4.716 -3.952
C 0.355 3.117 -1.745
C -3.081 -1.058 -5.271
C -0.886 5.477 -0.925
C -3.254 0.243 -4.823
C 0.645 1.164 -3.369
C -2.498 -3.981 3.322
C -1.016 4.352 -0.117
C 1.204 1.913 -2.156
C -0.437 -3.597 2.014
C -3.626 0.135 4.051
C 0.992 1.981 3.610
C -2.823 1.295 4.655
C -1.251 5.423 2.176
C -0.124 -0.368 4.492
C -3.275 5.064 0.761
C -1.881 -1.506 -3.272
C -4.269 0.572 2.732
C 0.713 0.306 5.340
C 2.639 -2.729 -3.330
C -2.926 2.003 -3.037
C 1.275 1.492 4.897
C -2.728 0.612 -3.597
C 0.187 1.339 2.699
C -2.378 -1.954 -4.480
C 3.113 -4.127 -2.933
C 2.658 2.319 -2.429
C 4.900 -1.664 1.043
C -0.566 -3.516 0.490
C 7.075 -2.629 0.086
C -1.922 -1.669 2.998
C -1.667 -3.054 2.733
C -0.365 3.166 -0.548
C -4.259 1.876 -0.980
C 5.691 -2.918 0.665
C -3.014 -1.265 3.875
C 5.454 -4.032 -3.932
C 0.413 4.265 -2.523
C -3.549 -3.615 4.163
C -1.899 4.505 1.127
C 4.598 -0.741 -0.131
C 2.461 -1.415 -1.233
C -5.606 2.104 -0.354
C 0.884 -3.052 2.562
C -0.190 5.443 -2.120
C -0.427 0.090 3.152
C 0.046 2.175 1.470
H 0.985 4.248 -3.443
H -1.805 5.387 3.116
H 3.477 -2.094 -3.621
H -4.900 -0.216 2.316
H 5.110 -3.527 -0.039
H -3.526 2.050 5.009
H -3.512 0.846 1.994
H 0.441 1.850 -4.195
H 7.608 -3.557 -0.121
H -6.115 2.961 -0.792
H 3.952 -1.949 1.512
H 1.438 2.924 3.321
H 0.904 -3.120 3.654
H -2.293 -5.033 3.171
H 2.772 2.785 -3.409
H 0.459 3.164 1.648
H 7.679 -2.051 0.788
H -1.256 6.459 1.833
H -4.897 1.446 2.908
H -4.615 -2.009 5.066
H 3.030 3.016 -1.677
H 1.229 1.224 -1.305
H -0.508 -1.337 4.782
H 3.296 1.433 -2.416
H -0.209 5.163 2.379
H -5.002 2.404 -2.774
H -4.174 -4.378 4.611
H 1.948 2.048 5.540
H -2.217 -2.977 -4.791
H -3.784 0.968 -5.427
H -5.493 2.255 0.713
H -3.489 -1.369 -6.225
H 1.984 -2.789 -4.198
H -0.104 6.336 -2.725
H 3.598 -4.091 -1.950
H -6.227 1.219 -0.515
H 5.464 -1.083 1.779
H -3.898 5.158 1.653
H -3.196 6.056 0.315
H -3.781 4.424 0.047
H -4.442 -0.036 4.750
H -2.235 0.980 5.516
H 1.370 0.427 -3.724
H 5.516 -0.425 -0.623
H 7.031 -2.069 -0.852
H 0.334 -3.907 0.012
H 4.070 0.150 0.201
H 0.893 -2.113 -2.258
H -1.424 -4.097 0.148
H -0.697 -2.483 0.153
H -1.327 -2.180 -2.621
H 4.216 -5.776 -3.734
H -0.429 -4.658 2.257
H -2.067 3.526 1.578
H -1.348 6.404 -0.611
H -2.176 1.784 3.926
H 1.079 -2.020 2.264
H -2.114 2.256 -2.361
H 2.237 -4.773 -2.829
H 5.905 -4.090 -2.937
H 0.946 -0.092 6.319
H 4.287 -1.986 -1.811
H -2.935 2.741 -3.836
H 1.707 -3.661 2.187
H -0.274 0.631 -3.140
H 3.651 -4.656 -4.954
H 5.802 -3.527 1.563
H 6.138 -4.517 -4.627
H 5.403 -2.981 -4.229
```